Molecular formula: C35H63AsCrN4O12P2Si3
Method: DFT, ωB97M-V/def2-TZVPD

Geometry as XYZ:
```
121
Properties=species:S:1:pos:R:3:forces:R:3:mulliken_spin:R:1
Cr -0.713 -0.252 0.006 1.051 -1.021 3.308 0.9718
C -4.144 -0.453 1.527 0.055 -0.125 0.148 0.0028
C -3.409 0.808 1.273 -0.186 -0.117 0.042 0.0149
N -2.276 0.960 0.606 -0.483 0.277 0.132 -0.0135
C -1.941 2.290 0.679 -1.359 0.011 0.874 0.0052
C -2.909 2.968 1.406 0.756 -1.137 -0.825 -0.0044
N -3.826 2.002 1.752 0.525 0.285 -0.257 -0.0004
C -3.046 4.360 1.813 -0.234 1.012 0.435 -0.0008
O -2.083 5.187 1.423 -0.069 -0.240 0.036 -0.0002
O -4.002 4.729 2.472 0.465 -0.313 -0.406 -0.0001
C -0.580 2.609 0.282 0.544 1.005 -0.190 0.0054
O -0.159 3.789 0.248 -0.206 -0.984 0.163 -0.0008
O 0.107 1.565 0.032 -0.283 0.148 -0.263 -0.0344
H -3.866 -1.219 0.806 -0.073 0.052 -0.065 -0.0013
H -5.222 -0.294 1.527 -0.004 0.044 -0.150 0.0000
H -3.862 -0.845 2.504 0.018 0.019 0.061 0.0004
H -4.648 2.199 2.304 0.008 -0.078 -0.037 -0.0001
H -1.322 4.723 0.948 -0.209 0.004 0.106 -0.0003
O -0.258 -4.347 0.263 -0.478 0.000 -0.578 0.0006
P -1.535 -3.530 -0.198 -0.190 -0.874 0.176 -0.0009
O -2.371 -4.284 -1.133 -0.098 -0.144 -0.202 0.0000
O -1.108 -2.135 -0.664 0.228 1.585 0.108 -0.0157
O -2.340 -3.267 1.199 0.618 0.233 -0.028 0.0003
P -1.435 -2.483 2.319 -0.781 -1.215 0.669 -0.0099
O -2.508 -2.462 3.533 0.278 0.545 -0.370 -0.0002
O -0.261 -3.323 2.656 -0.158 0.174 0.138 0.0013
O -1.305 -1.069 1.877 -0.332 0.728 -1.026 -0.0345
H -0.001 -4.060 1.168 0.378 0.012 0.376 -0.0004
H -2.524 -3.332 3.927 0.002 -0.413 0.317 0.0000
C -1.555 2.673 -5.173 0.149 -0.728 0.823 -0.0014
Si -0.990 2.447 -3.330 0.257 1.455 -0.600 -0.0017
C 0.829 3.060 -3.312 -0.723 -0.598 0.284 -0.0007
C -2.077 3.769 -2.432 0.347 -0.861 0.058 -0.0006
As -1.082 0.186 -2.340 -0.736 0.679 -2.506 -0.0133
Si -3.388 -0.287 -2.906 -1.874 -0.204 -0.569 0.0027
C -3.911 -2.119 -2.832 0.707 0.586 0.298 -0.0001
C -4.604 0.726 -1.798 0.786 -0.243 -0.097 0.0047
C -4.054 0.229 -4.654 0.799 0.042 0.569 0.0007
Si 0.006 -1.117 -4.071 0.755 -0.983 -1.475 -0.0038
C 1.917 -0.958 -4.305 -0.720 0.092 0.625 -0.0003
C -0.563 -0.640 -5.866 -0.122 0.180 1.055 -0.0006
C -0.477 -2.960 -3.874 0.016 0.791 0.410 0.0001
H -1.427 3.706 -5.482 0.160 0.294 0.257 -0.0002
H -2.600 2.427 -5.303 -0.249 -0.071 -0.046 0.0001
H -0.986 2.057 -5.855 0.128 -0.154 -0.171 0.0002
H 0.954 4.038 -3.766 -0.255 0.178 -0.161 0.0000
H 1.471 2.357 -3.836 0.114 -0.146 -0.067 0.0001
H 1.177 3.125 -2.288 0.139 -0.020 0.209 0.0007
H -2.213 4.657 -3.042 0.121 0.001 -0.351 0.0000
H -1.613 4.092 -1.508 0.073 0.045 0.140 0.0003
H -3.065 3.386 -2.192 -0.168 -0.048 0.013 0.0002
H -3.346 -2.692 -2.103 0.005 -0.170 0.024 0.0001
H -3.758 -2.596 -3.796 0.096 -0.021 -0.202 -0.0001
H -4.964 -2.218 -2.582 -0.223 0.232 0.023 -0.0001
H -4.609 0.370 -0.778 -0.013 -0.102 0.182 -0.0015
H -5.622 0.642 -2.166 -0.107 -0.175 -0.312 0.0000
H -4.357 1.784 -1.776 0.090 0.136 0.011 0.0002
H -3.381 -0.023 -5.463 0.062 -0.007 -0.189 -0.0001
H -4.265 1.290 -4.712 -0.030 0.284 0.011 -0.0001
H -4.984 -0.297 -4.841 -0.212 -0.234 0.215 0.0000
H 2.219 0.085 -4.327 0.017 0.185 0.005 -0.0001
H 2.238 -1.422 -5.235 -0.292 -0.140 -0.253 0.0001
H 2.459 -1.430 -3.496 0.030 -0.049 0.182 0.0001
H -0.046 0.246 -6.217 0.143 0.182 -0.042 -0.0001
H -1.627 -0.452 -5.922 -0.157 0.033 -0.121 0.0004
H -0.334 -1.444 -6.557 0.156 -0.336 0.059 -0.0002
H -0.732 -3.189 -2.842 -0.017 -0.083 0.028 -0.0001
H 0.320 -3.635 -4.172 0.276 0.074 -0.116 0.0000
H -1.350 -3.196 -4.474 -0.197 0.056 -0.126 0.0001
C 4.144 0.109 -1.354 -0.234 -0.014 0.048 -0.0009
C 2.784 0.758 -1.184 0.883 -0.029 -0.066 -0.0022
N 2.778 1.908 -0.491 -0.306 0.464 0.259 0.0024
O 1.774 0.295 -1.688 -0.332 -0.317 -0.253 0.0002
H 4.934 0.855 -1.309 0.115 -0.012 -0.006 0.0001
H 4.185 -0.424 -2.302 -0.024 0.044 0.000 0.0000
H 4.283 -0.616 -0.551 -0.028 -0.052 0.079 -0.0001
H 3.572 2.188 0.059 -0.004 -0.138 -0.058 0.0000
H 1.855 2.232 -0.206 0.381 -0.105 0.042 -0.0003
C 4.490 -3.635 3.538 -0.100 0.046 -0.078 0.0007
C 3.563 -3.009 2.528 0.105 -0.024 -0.153 -0.0086
C 3.443 -3.547 1.252 0.024 -0.123 -0.099 0.0166
C 2.600 -2.948 0.315 0.034 0.011 0.024 -0.0082
C 2.481 -3.504 -1.073 -0.096 -0.010 -0.005 0.0027
C 1.875 -1.839 0.681 0.081 -0.053 0.190 0.0110
C 1.935 -1.263 1.978 0.287 -0.201 -0.206 0.0173
C 2.844 -1.889 2.879 -0.167 0.198 0.155 0.0193
N 1.184 -0.189 2.172 -0.329 0.877 -0.969 0.0599
C 0.963 0.446 3.447 -0.088 -0.094 -0.158 -0.0227
C 2.202 1.217 3.952 -0.142 -0.010 0.075 0.0100
C 1.854 1.991 5.225 0.312 0.195 0.188 0.0008
C 0.748 3.009 4.941 -0.019 -0.052 0.055 -0.0004
C -0.494 2.264 4.463 -0.111 0.176 -0.065 0.0000
C -0.971 1.299 5.545 0.073 0.026 0.000 -0.0002
C 0.136 0.284 5.824 -0.050 -0.210 0.275 0.0000
C 1.380 1.025 6.313 -0.017 0.003 -0.027 -0.0002
C 0.457 -0.499 4.554 -0.004 0.071 -0.027 0.0041
C -0.141 1.486 3.205 0.009 -0.015 0.136 0.0205
H 5.122 -4.387 3.068 0.070 -0.066 0.015 -0.0003
H 3.921 -4.114 4.335 0.013 -0.036 0.065 -0.0003
H 5.129 -2.874 3.988 0.047 -0.033 0.063 -0.0001
H 3.986 -4.444 0.986 0.122 -0.074 -0.051 0.0005
H 3.173 -4.331 -1.225 0.034 -0.006 -0.054 -0.0001
H 2.680 -2.727 -1.810 0.066 0.028 -0.100 -0.0010
H 1.467 -3.864 -1.236 -0.010 -0.062 -0.088 -0.0003
H 1.189 -1.371 -0.032 0.360 -0.202 -0.097 0.0122
H 2.983 -1.503 3.879 -0.033 0.061 0.005 0.0015
H 2.524 1.911 3.170 0.013 -0.022 -0.080 0.0015
H 3.032 0.536 4.152 0.006 -0.015 -0.053 -0.0003
H 2.750 2.521 5.578 -0.071 -0.038 -0.026 0.0002
H 1.073 3.716 4.174 0.028 0.048 -0.019 -0.0002
H 0.519 3.580 5.846 0.025 0.061 0.047 0.0000
H -1.288 2.985 4.227 0.010 -0.009 0.059 0.0001
H -1.869 0.776 5.210 -0.111 -0.015 -0.003 0.0003
H -1.210 1.853 6.457 -0.093 -0.001 0.061 0.0000
H -0.197 -0.420 6.599 0.005 0.089 -0.043 -0.0004
H 2.173 0.313 6.562 0.024 -0.021 -0.020 -0.0001
H 1.141 1.584 7.225 0.034 0.010 0.046 0.0001
H -0.440 -0.995 4.183 0.031 0.032 0.129 -0.0021
H 1.185 -1.281 4.768 0.010 -0.028 0.000 -0.0001
H 0.208 2.176 2.436 0.069 -0.007 0.059 -0.0032
H -1.013 0.947 2.837 -0.012 0.027 -0.041 -0.0004
```
Forces are in eV/Å.

As for the LUMO energy (alpha / beta): 1.16 / 1.16 eV. The value obtained for the total energy is -7325.41426 Ha. The value obtained for the HOMO-LUMO gap (alpha / beta) is 0.172 / 0.166 hartree. Its net charge is -1. Its spin multiplicity is 2. The expectation value of S² is 0.7821. Its molecular weight is 1005.0 g/mol.